# C43H94B2N3O19P3

A cluster of 4 separate species, C43H94B2N3O19P3 in total in a non-equilibrium geometry (wB97M-V/def2-TZVPD, OMol25).

## Properties
* DFT total energy: -4362.4657 Eh
* E_LUMO: -1.025 eV
* orbital gap: 6.959 eV
* highest occupied orbital energy: -7.98 eV

Each atom is followed by the atoms it is bonded to, with distances in Å.
Cartesian coordinates (Å):
1 C 0.19 -0.03 -3.12  C2 1.581, H38 1.117, H39 1.114, H40 1.117
2 C -1.08 0.39 -3.96  C1 1.581, C3 1.587, H41 1.117, H42 1.114
3 C -1.47 -0.77 -4.96  C2 1.587, C4 1.589, H43 1.115, H44 1.122
4 C -0.24 -0.93 -5.95  C3 1.589, C5 1.579, H45 1.117, H46 1.113
5 C -0.68 -1.80 -7.20  C4 1.579, C6 1.576, H47 1.120, H48 1.114
6 C -0.84 -3.29 -6.71  C5 1.576, C7 1.591, H49 1.122, H50 1.114
7 C 0.38 -4.21 -7.13  C6 1.591, C8 1.580, H51 1.117, H52 1.121
8 C -0.07 -5.71 -6.90  C7 1.580, C9 1.555, H53 1.121, H54 1.123
9 C 0.74 -6.39 -5.76  C8 1.555, C10 1.597, N34 1.485, H55 1.119
10 C 0.53 -5.73 -4.32  C9 1.597, B11 1.584, C16 1.558, H56 1.126
11 B 1.79 -6.15 -3.47  C10 1.584, O12 1.391, O13 1.437
12 O 1.89 -7.09 -2.44  B11 1.391, H57 0.972
13 O 3.03 -5.53 -3.84  B11 1.437, C14 1.433
14 C 3.38 -4.48 -2.92  O13 1.433, C15 1.590, H58 1.116, H59 1.116
15 C 4.15 -3.38 -3.78  C14 1.590, H60 1.117, H61 1.122, H62 1.112
16 C -0.92 -6.07 -3.86  C10 1.558, C17 1.557, N25 1.506, H63 1.133
17 C -1.51 -5.32 -2.63  C16 1.557, C18 1.556, H64 1.122, H65 1.124
18 C -0.70 -5.22 -1.31  C17 1.556, C19 1.592, H66 1.122, H67 1.110
19 C -0.15 -3.74 -1.10  C18 1.592, C20 1.557, H68 1.123, H69 1.112
20 C 0.49 -3.68 0.31  C19 1.557, O21 1.193, O22 1.408
21 O 0.93 -2.70 0.84  C20 1.193
22 O 0.53 -4.87 1.06  C20 1.408, C23 1.436
23 C 1.87 -5.35 1.19  O22 1.436, C24 1.576, H70 1.116, H71 1.121
24 C 1.92 -6.92 1.37  C23 1.576, H72 1.118, H73 1.118, H74 1.116
25 N -1.28 -7.53 -3.96  C16 1.506, C26 1.469, C29 1.450
26 C -0.87 -8.35 -2.81  N25 1.469, C27 1.595, H75 1.106, H76 1.128
27 C -2.00 -9.32 -2.24  C26 1.595, C28 1.576, H77 1.121, H78 1.113
28 C -3.41 -8.63 -2.09  C27 1.576, H79 1.110, H80 1.124, H81 1.114
29 C -0.83 -8.07 -5.22  N25 1.450, N30 1.292, N34 1.384
30 N -1.73 -8.67 -5.93  C29 1.292, B31 1.517, H82 1.025
31 B -3.18 -8.86 -5.52  N30 1.517, C32 1.597, O33 1.406
32 C -3.72 -10.34 -5.32  B31 1.597, H83 1.126, H84 1.114, H85 1.114
33 O -4.01 -7.74 -5.35  B31 1.406, H86 0.976
34 N 0.49 -7.84 -5.57  C9 1.485, C29 1.384, C35 1.460
35 C 1.00 -8.70 -6.63  N34 1.460, O36 1.228, O37 1.285
36 O 1.68 -8.30 -7.58  C35 1.228
37 O 0.73 -9.95 -6.50  C35 1.285
38 H 0.16 -1.11 -2.82  C1 1.117
39 H 0.26 0.62 -2.21  C1 1.114
40 H 1.12 0.11 -3.72  C1 1.117
41 H -1.96 0.59 -3.29  C2 1.117
42 H -0.89 1.31 -4.56  C2 1.114
43 H -2.41 -0.55 -5.52  C3 1.115
44 H -1.59 -1.70 -4.35  C3 1.122
45 H 0.51 -1.53 -5.40  C4 1.117
46 H 0.15 0.06 -6.30  C4 1.113
47 H -1.67 -1.47 -7.58  C5 1.120
48 H 0.07 -1.78 -8.02  C5 1.114
49 H -1.72 -3.72 -7.24  C6 1.122
50 H -0.94 -3.40 -5.60  C6 1.114
51 H 0.64 -4.02 -8.20  C7 1.117
52 H 1.31 -3.97 -6.54  C7 1.121
53 H 0.15 -6.26 -7.84  C8 1.121
54 H -1.19 -5.75 -6.74  C8 1.123
55 H 1.83 -6.27 -5.99  C9 1.119
56 H 0.59 -4.62 -4.51  C10 1.126
57 H 2.78 -7.49 -2.42  O12 0.972
58 H 4.12 -4.84 -2.16  C14 1.116
59 H 2.51 -3.95 -2.46  C14 1.116
60 H 3.46 -2.60 -4.17  C15 1.117
61 H 4.54 -3.91 -4.69  C15 1.122
62 H 5.04 -2.97 -3.25  C15 1.112
63 H -1.55 -5.65 -4.71  C16 1.133
64 H -2.50 -5.80 -2.41  C17 1.122
65 H -1.78 -4.29 -2.97  C17 1.124
66 H -1.41 -5.36 -0.45  C18 1.122
67 H 0.12 -5.95 -1.15  C18 1.110
68 H -1.01 -3.01 -1.07  C19 1.123
69 H 0.52 -3.40 -1.92  C19 1.112
70 H 2.44 -5.14 0.25  C23 1.116
71 H 2.39 -4.93 2.09  C23 1.121
72 H 1.63 -7.22 2.41  C24 1.118
73 H 2.96 -7.30 1.19  C24 1.118
74 H 1.24 -7.42 0.65  C24 1.116
75 H -0.45 -7.82 -1.93  C26 1.106
76 H -0.06 -9.05 -3.16  C26 1.128
77 H -1.65 -9.59 -1.21  C27 1.121
78 H -2.03 -10.27 -2.81  C27 1.113
79 H -3.53 -7.69 -2.66  C28 1.110
80 H -4.17 -9.37 -2.45  C28 1.124
81 H -3.62 -8.51 -1.00  C28 1.114
82 H -1.46 -9.05 -6.85  N30 1.025
83 H -3.49 -10.90 -6.27  C32 1.126
84 H -4.82 -10.36 -5.13  C32 1.114
85 H -3.15 -10.86 -4.51  C32 1.114
86 H -4.78 -7.89 -5.93  O33 0.976
87 O 0.80 4.37 -0.02  P88 1.511
88 P 0.44 3.92 1.38  O87 1.511, O89 1.655, O92 1.651, O95 1.701
89 O -0.89 3.01 0.99  P88 1.655, C90 1.420
90 C -0.72 1.84 0.20  O89 1.420, C91 1.518, H98 1.094, H99 1.092
91 C -0.07 0.72 0.99  C90 1.518, H100 1.096, H101 1.091, H102 1.092
92 O -0.35 5.29 1.83  P88 1.651, C93 1.424
93 C -0.12 6.53 1.16  O92 1.424, C94 1.517, H103 1.090, H104 1.093
94 C -1.12 6.73 0.04  C93 1.517, H105 1.091, H106 1.092, H107 1.092
95 O 0.20 3.45 3.00  P88 1.701, C96 1.429
96 C 1.27 2.78 3.67  O95 1.429, C97 1.516, H108 1.094, H109 1.092
97 C 2.62 3.42 3.42  C96 1.516, H110 1.097, H111 1.091, H112 1.092
98 H -0.15 2.07 -0.70  C90 1.094
99 H -1.72 1.53 -0.11  C90 1.092
100 H 0.98 0.97 1.20  C91 1.096
101 H -0.09 -0.21 0.44  C91 1.091
102 H -0.57 0.58 1.95  C91 1.092
103 H 0.91 6.59 0.79  C93 1.090
104 H -0.24 7.33 1.89  C93 1.093
105 H -1.15 5.87 -0.64  C94 1.091
106 H -0.89 7.62 -0.54  C94 1.092
107 H -2.13 6.83 0.45  C94 1.092
108 H 1.28 1.72 3.38  C96 1.094
109 H 1.05 2.82 4.74  C96 1.092
110 H 2.92 3.31 2.37  C97 1.097
111 H 3.39 2.94 4.03  C97 1.091
112 H 2.60 4.48 3.65  C97 1.092
113 O -2.92 1.98 6.17  P114 1.509
114 P -3.22 3.18 7.03  O113 1.509, O115 1.652, O118 1.641, O121 1.696
115 O -4.87 3.20 6.90  P114 1.652, C116 1.419
116 C -5.61 2.09 7.40  O115 1.419, C117 1.518, H124 1.094, H125 1.092
117 C -5.63 2.07 8.92  C116 1.518, H126 1.095, H127 1.092, H128 1.092
118 O -2.87 4.36 5.95  P114 1.641, C119 1.430
119 C -2.06 4.09 4.80  O118 1.430, C120 1.515, H129 1.090, H130 1.092
120 C -2.93 3.76 3.61  C119 1.515, H131 1.092, H132 1.089, H133 1.092
121 O -3.31 4.42 8.18  P114 1.696, C122 1.428
122 C -2.74 4.20 9.47  O121 1.428, C123 1.516, H134 1.094, H135 1.092
123 C -1.38 3.53 9.42  C122 1.516, H136 1.097, H137 1.091, H138 1.092
124 H -5.22 1.15 7.00  C116 1.094
125 H -6.63 2.21 7.03  C116 1.092
126 H -4.63 1.81 9.30  C117 1.095
127 H -6.33 1.32 9.28  C117 1.092
128 H -5.90 3.04 9.32  C117 1.092
129 H -1.33 3.31 5.00  C119 1.090
130 H -1.49 5.00 4.58  C119 1.092
131 H -3.63 2.95 3.83  C120 1.092
132 H -2.32 3.46 2.75  C120 1.089
133 H -3.53 4.62 3.32  C120 1.092
134 H -3.44 3.61 10.08  C122 1.094
135 H -2.64 5.18 9.95  C122 1.092
136 H -1.46 2.50 9.04  C123 1.097
137 H -0.94 3.47 10.42  C123 1.091
138 H -0.70 4.07 8.76  C123 1.092
139 O 2.32 9.63 3.32  P140 1.508
140 P 3.60 10.39 3.53  O139 1.508, O141 1.650, O144 1.645, O147 1.694
141 O 3.53 11.41 2.23  P140 1.650, C142 1.420
142 C 2.47 12.34 2.13  O141 1.420, C143 1.518, H150 1.094, H151 1.091
143 C 2.63 13.47 3.13  C142 1.518, H152 1.095, H153 1.092, H154 1.092
144 O 4.65 9.28 2.94  P140 1.645, C145 1.424
145 C 4.28 7.91 2.80  O144 1.424, C146 1.516, H155 1.091, H156 1.093
146 C 3.76 7.64 1.41  C145 1.516, H157 1.091, H158 1.093, H159 1.092
147 O 4.96 11.22 4.10  P140 1.694, C148 1.429
148 C 4.92 11.80 5.40  O147 1.429, C149 1.515, H160 1.094, H161 1.092
149 C 4.30 10.89 6.44  C148 1.515, H162 1.097, H163 1.091, H164 1.092
150 H 1.51 11.84 2.26  C142 1.094
151 H 2.50 12.75 1.12  C142 1.091
152 H 2.46 13.11 4.15  C143 1.095
153 H 1.90 14.26 2.94  C143 1.092
154 H 3.63 13.89 3.09  C143 1.092
155 H 3.56 7.62 3.57  C145 1.091
156 H 5.18 7.31 2.98  C145 1.093
157 H 2.96 8.32 1.13  C146 1.091
158 H 3.39 6.61 1.33  C146 1.093
159 H 4.56 7.78 0.67  C146 1.092
160 H 4.39 12.75 5.36  C148 1.094
161 H 5.95 12.02 5.68  C148 1.092
162 H 3.23 10.73 6.24  C149 1.097
163 H 4.38 11.33 7.44  C149 1.091
164 H 4.79 9.92 6.45  C149 1.092